Entry 1:
6 unconnected molecules or ions with the total composition C4H20O8 at a distorted geometry. Source: the Open Molecules 2025 dataset; level of theory: wB97M-V/def2-TZVPD.

The total charge is 0. The LUMO energy comes out at 0.048 eV. The SMILES is OCCO.OCCO.O.O.O.O. As for the spin multiplicity: 1. Its HOMO energy is -10.14 eV.

Each line ends with the Löwdin charge.
Element x y z (Å)
O 0.43 -0.89 -0.30  -0.059
H -0.34 -0.48 0.09  -0.013
H 1.01 -0.16 -0.52  0.063
O -1.95 -2.01 -1.58  -0.047
H -2.22 -2.15 -0.67  0.020
H -1.04 -1.72 -1.53  0.002
O -1.52 0.71 0.19  -0.026
H -2.46 0.53 0.20  0.072
H -1.45 1.61 0.50  0.072
O 0.33 -3.20 0.84  -0.067
H -0.60 -3.08 1.03  0.012
H 0.58 -2.41 0.36  -0.039
C -1.46 -0.30 3.49  -0.303
C -0.50 -1.06 4.41  -0.249
O -1.05 -1.23 5.68  -0.049
O -2.64 -0.95 3.26  -0.040
H -1.08 -0.02 2.52  0.092
H -1.64 0.67 3.95  0.121
H 0.41 -0.46 4.48  0.118
H -0.17 -2.00 3.97  0.120
H -1.37 -2.14 5.71  0.090
H -3.29 -0.56 3.86  0.096
C 1.64 1.48 -3.58  -0.192
C 1.98 2.69 -4.53  -0.242
O 3.16 2.46 -5.27  -0.064
O 2.48 1.43 -2.40  -0.095
H 1.66 0.51 -4.07  0.116
H 0.64 1.66 -3.19  0.108
H 2.00 3.67 -4.04  0.121
H 1.21 2.70 -5.30  0.111
H 3.84 3.05 -4.93  0.083
H 3.40 1.66 -2.60  0.071

Entry 2:
7 unconnected molecules or ions with the total composition C4H21NO7 at a distorted geometry. Source: the Open Molecules 2025 dataset; level of theory: wB97M-V/def2-TZVPD.

The total charge is 0. The LUMO energy comes out at 0.261 eV. The SMILES is CCNC(C)=O.O.O.O.O.O.O. As for the spin multiplicity: 1. Its HOMO energy is -9.61 eV.

Each line ends with the Löwdin charge.
Element x y z (Å)
C -0.67 2.08 2.08  0.017
C -0.74 1.22 0.87  -0.527
N -0.23 -0.03 0.90  0.077
C 0.53 -0.65 1.97  -0.222
C -0.18 -1.88 2.57  -0.059
O -1.14 1.62 -0.21  0.016
H -0.84 1.58 2.99  0.074
H 0.24 2.66 2.02  0.080
H -1.32 2.91 1.88  0.089
H -0.28 -0.48 0.01  0.120
H 0.72 0.09 2.75  0.107
H 1.53 -0.88 1.58  0.111
H -0.64 -2.39 1.75  0.051
H -0.97 -1.56 3.28  0.087
H 0.58 -2.50 2.95  0.056
H 3.65 0.02 -1.22  0.006
H 3.07 -1.14 -0.53  -0.022
O 3.65 -0.41 -0.39  -0.035
H 0.75 -1.01 -2.23  0.006
H 1.42 -2.25 -1.73  0.054
O 1.64 -1.34 -1.97  -0.079
H -2.13 2.28 -3.18  0.079
H -1.81 1.43 -1.85  -0.018
O -1.68 1.51 -2.78  -0.066
H 1.55 2.23 -0.12  0.000
H 2.95 2.01 0.26  0.039
O 2.22 2.65 0.39  -0.045
H -2.20 -1.98 -0.82  0.009
H -3.60 -1.41 -1.08  0.024
O -2.99 -1.63 -0.40  -0.051
H -1.07 -0.12 -3.20  0.045
H -1.07 -1.57 -3.66  0.035
O -0.93 -1.06 -2.89  -0.059

Entry 3:
7 unconnected molecules or ions with the total composition C4H21O7 at a distorted geometry. Source: the Open Molecules 2025 dataset; level of theory: wB97M-V/def2-TZVPD.

The total charge is -1. The LUMO energy comes out at 3.428 eV. As for the spin multiplicity: 1. Its HOMO energy is -5.46 eV.

Each line ends with the Löwdin charge.
Element x y z (Å)
C -0.48 2.40 0.98  -0.310
O 0.70 1.84 1.50  -0.190
C -1.45 1.26 0.59  -0.221
C -2.85 1.64 0.17  -0.262
C -3.65 0.46 -0.45  -0.103
H -0.92 3.00 1.77  0.102
H -0.21 2.94 0.05  0.118
H -1.27 0.59 1.43  0.115
H -0.99 0.82 -0.32  0.090
H -2.81 2.46 -0.52  0.096
H -3.40 1.98 1.05  0.096
H -4.27 0.76 -1.30  0.058
H -4.40 0.09 0.21  0.046
H -2.90 -0.31 -0.68  0.071
H 1.23 -4.11 0.13  0.019
H 0.62 -3.11 1.03  0.006
O 0.61 -4.06 0.86  -0.072
H 1.25 1.39 0.69  -0.001
H 2.67 1.49 -0.76  -0.014
O 2.17 0.83 -0.26  -0.358
H 3.01 -0.68 0.14  -0.019
H 3.92 -1.64 0.83  0.022
O 3.26 -1.64 0.12  -0.113
H 1.70 -2.40 -1.77  0.009
H 1.93 -2.15 -3.26  0.041
O 1.42 -2.70 -2.64  -0.071
H 1.28 -0.47 2.97  0.038
H 1.25 -0.60 1.50  0.002
O 1.07 -1.13 2.29  -0.070
H 0.74 0.60 -1.45  -0.010
H 0.27 -0.25 -2.48  0.008
O 0.51 0.69 -2.42  -0.124

Entry 4:
12 unconnected molecules or ions with the total composition C4H22BO19. Source: the Open Molecules 2025 dataset; level of theory: wB97M-V/def2-TZVPD.

The total charge is -1. The LUMO energy comes out at 2.148 eV. As for the spin multiplicity: 1. Its HOMO energy is -7.76 eV.

Each line ends with the Löwdin charge.
Element x y z (Å)
O 3.46 -2.43 -0.17  0.130
C 2.60 -1.68 0.20  -0.348
O 1.54 -1.31 -0.49  0.246
B 0.61 -0.61 0.42  -0.869
O 1.35 -0.42 1.68  0.233
C 2.50 -1.05 1.61  -0.375
O 3.38 -1.04 2.41  0.175
O -0.63 -1.38 0.64  0.255
C -1.68 -0.72 0.23  -0.390
O -2.82 -1.06 0.21  0.150
C -1.19 0.68 -0.17  -0.339
O 0.13 0.69 -0.08  0.196
O -1.88 1.62 -0.48  0.141
O -3.76 3.25 1.38  -0.069
H -4.49 3.88 1.34  0.038
H -3.04 3.66 0.87  -0.026
O -3.90 0.43 2.23  -0.080
H -3.84 -0.18 1.47  -0.003
H -4.05 1.28 1.80  -0.008
O -2.06 4.37 -0.25  -0.046
H -1.40 5.00 0.07  0.062
H -1.54 3.60 -0.55  0.033
O 0.98 0.97 -2.88  -0.041
H 0.80 1.21 -1.96  0.007
H 1.66 1.59 -3.17  0.032
O 3.02 -2.56 -3.19  -0.060
H 3.94 -2.34 -3.36  0.025
H 2.91 -2.41 -2.24  -0.007
O 5.68 -3.68 0.92  -0.074
H 4.79 -3.72 0.55  0.002
H 6.18 -3.17 0.28  0.023
O -0.22 -4.61 -0.23  -0.051
H 0.62 -4.59 0.25  0.030
H -0.32 -3.72 -0.58  0.020
O 1.53 0.65 4.66  -0.063
H 2.44 0.51 4.38  0.018
H 1.01 0.46 3.87  0.017
O 0.46 3.33 1.80  -0.043
H 1.33 3.37 2.21  0.038
H 0.61 2.88 0.96  0.015
O -1.76 -1.34 -2.81  -0.033
H -2.43 -1.87 -2.37  0.041
H -2.10 -1.20 -3.69  0.039
O -3.87 1.17 -2.61  -0.065
H -3.30 1.21 -1.82  -0.001
H -3.25 1.26 -3.34  0.024

no.,calculated total energy (Ha)
1,-766.2580
2,-746.4526
3,-691.7218
4,-1620.3993